DFT (wB97M-V/def2-TZVPD) results for one molecule with the formula C3H8N2O2.

Atoms and positions in Å:
C  0.66  -2.19  -0.38
O  1.41  -1.12  -0.91
C  0.81  0.14  -0.77
O  0.86  0.62  0.57
C  -0.27  0.55  1.29
N  -1.35  1.21  1.18
N  -1.42  2.08  0.09
H  0.72  -2.19  0.69
H  1.07  -3.09  -0.81
H  -0.40  -2.10  -0.70
H  1.32  0.87  -1.38
H  -0.25  0.15  -1.12
H  -0.30  -0.22  2.10
H  -0.60  2.65  -0.04
H  -2.26  2.65  0.19

highest occupied orbital energy: -8.94 eV
energy relative to the best compared isomer or geometry (same formula, charge and spin): 3.1861 eV
SMILES: COCO/C=N\N
DFT total energy: -10313.76621 eV
frontier orbital gap: 0.365 Ha
F_max: 0.0523 Eh/bohr
M: 104.11 g mol⁻¹
E_LUMO: 1.0 eV
2S+1: 1

Results of the natural (NBO) charge analysis, in e, for atoms 1 through 4:
1. C -0.2536
2. O -0.5245
3. C 0.2157
4. O -0.5492

***

DFT (wB97M-V/def2-TZVPD) results for C23H25AuF6NO4PS2 as an isolated structure.

Atoms and positions in Å:
Au  0.28  0.69  -0.13
F  -2.99  1.17  1.62
C  -3.10  0.19  2.53
F  -2.60  0.64  3.68
F  -4.39  -0.09  2.69
S  -2.15  -1.30  1.97
O  -0.83  -0.79  1.67
O  -2.27  -2.21  3.06
N  -3.01  -1.72  0.74
S  -2.61  -1.97  -0.75
O  -3.03  -3.26  -1.21
O  -1.30  -1.52  -1.14
C  -3.76  -0.79  -1.58
F  -5.02  -0.96  -1.20
F  -3.40  0.48  -1.27
F  -3.68  -0.92  -2.90
C  -2.38  4.86  -0.74
C  -1.96  3.54  -0.09
P  -0.55  2.69  -0.88
C  -1.09  2.51  -2.62
C  -0.35  1.43  -3.40
C  0.75  3.99  -0.91
C  2.15  3.47  -1.22
H  -3.24  5.28  -0.22
H  -2.66  4.72  -1.79
H  -1.58  5.60  -0.70
H  -2.79  2.83  -0.10
H  -1.70  3.69  0.96
H  -0.99  3.48  -3.11
H  -2.16  2.27  -2.58
H  0.72  1.60  -3.42
H  -0.71  1.40  -4.43
H  -0.52  0.44  -2.96
H  0.73  4.48  0.07
H  0.45  4.75  -1.64
H  2.46  2.72  -0.49
H  2.87  4.29  -1.19
H  2.20  3.02  -2.20
C  1.62  -0.81  -0.21
C  2.40  -1.77  -0.25
C  3.17  -2.87  -0.46
C  4.36  -3.10  0.35
C  4.77  -4.39  0.67
C  5.87  -4.59  1.49
C  6.57  -3.49  1.99
C  6.16  -2.20  1.67
C  5.05  -2.00  0.87
C  2.73  -3.81  -1.49
C  3.66  -4.59  -2.20
C  3.23  -5.44  -3.19
C  1.87  -5.55  -3.48
C  0.95  -4.78  -2.78
C  1.37  -3.91  -1.80
H  4.21  -5.24  0.31
H  6.17  -5.59  1.76
H  7.43  -3.65  2.63
H  6.70  -1.35  2.07
H  4.72  -1.00  0.64
H  4.72  -4.49  -1.99
H  3.95  -6.02  -3.75
H  1.54  -6.22  -4.25
H  -0.11  -4.87  -3.00
H  0.65  -3.31  -1.25

highest occupied orbital energy: -9.19 eV
energy relative to the best compared isomer or geometry (same formula, charge and spin): 0.1179 eV
DFT total energy: -84890.85492 eV
frontier orbital gap: 0.250 Ha
F_max: 0.0092 Eh/bohr
M: 785.52 g mol⁻¹
E_LUMO: -2.4 eV
2S+1: 1

Results of the natural (NBO) charge analysis, in e, for atoms 1 through 4:
1. Au 0.5555
2. F -0.3329
3. C 0.7119
4. F -0.3124

***

DFT (wB97M-V/def2-TZVPD) results for a 3-piece molecular cluster, C8H20O2 overall.

Atoms and positions in Å:
C  3.33  -2.56  1.10
C  2.54  -1.41  0.45
C  1.35  -1.00  1.37
C  0.07  -0.73  0.59
C  -0.48  0.72  0.68
C  -1.40  1.05  -0.36
C  -1.08  1.49  -1.67
C  -2.18  1.63  -2.62
H  2.69  -3.43  1.25
H  3.65  -2.29  2.11
H  4.18  -2.83  0.47
H  3.25  -0.60  0.44
H  2.15  -1.72  -0.50
H  1.15  -1.75  2.12
H  1.61  -0.07  1.89
H  0.16  -0.97  -0.48
H  -0.71  -1.49  0.80
H  -1.12  0.72  1.56
H  0.30  1.48  0.72
H  -2.43  0.79  -0.19
H  -0.09  1.78  -2.01
H  -2.09  1.10  -3.56
H  -2.07  2.66  -3.02
H  -3.17  1.53  -2.19
H  0.65  3.98  -0.56
H  -0.85  4.00  -0.71
O  -0.16  3.96  -0.03
H  -3.11  -2.77  0.57
H  -2.94  -1.44  1.32
O  -3.22  -1.82  0.48

highest occupied orbital energy (spin up / spin down): -14.28 / -14.29 eV
DFT total energy: -12705.69374 eV
frontier orbital gap (spin up / spin down): 0.366 / 0.237 Ha
F_max: 0.0386 Eh/bohr
M: 148.25 g mol⁻¹
total charge: +1
E_LUMO (spin up / spin down): -4.3 / -7.8 eV
2S+1: 2

Results of the natural (NBO) charge analysis, in e, for atoms 1 through 4:
1. C -0.5988
2. C -0.3937
3. C -0.4093
4. C -0.3601